# C20H22Cl2N4OS2

The molecule C20H22Cl2N4OS2 (ωB97M-V/def2-TZVPD, the OMol25 dataset).

XYZ file:
```
51
Properties=species:S:1:pos:R:3:forces:R:3
C -2.341178 -2.723039 1.724015 -0.127 0.076 -0.288
C -2.312930 -2.042217 0.356483 0.088 0.086 0.046
C -0.982051 -2.300974 -0.345499 -0.292 -0.064 -0.071
C -2.649961 -0.546662 0.450442 0.034 -0.196 0.043
C -1.624345 0.305669 1.203104 -0.116 -0.016 0.067
N -2.242838 1.556913 1.611285 -0.131 -0.090 -0.014
C -1.841182 2.215193 2.723033 -0.043 -0.177 -0.096
O -1.008736 1.760405 3.492866 0.093 -0.007 0.136
C -2.496751 3.503634 2.973919 -0.348 0.648 0.051
C -2.259271 4.317337 4.048497 0.068 -0.426 -0.307
C -3.033101 5.492476 4.031681 -0.157 0.147 -0.079
C -3.850119 5.562036 2.947050 -0.022 -0.223 -0.258
S -3.693099 4.196268 1.923468 0.268 0.119 0.532
C -0.437491 0.609259 0.350124 0.317 0.017 0.037
N -0.491604 0.988633 -0.897605 -1.165 -0.265 0.328
N 0.757664 1.202015 -1.331200 0.898 0.377 -0.158
C 1.562503 0.949296 -0.334278 0.044 -0.007 0.083
S 3.299073 0.986903 -0.398121 0.416 0.173 -0.038
C 3.485069 0.611272 -2.184266 -0.189 0.151 0.404
C 2.766712 -0.656908 -2.507550 -0.046 -0.306 -0.189
C 1.665375 -0.652930 -3.354448 0.174 -0.161 -0.035
C 0.960751 -1.818739 -3.590178 0.057 -0.088 0.006
C 1.341894 -3.000865 -2.974964 0.117 0.098 0.064
Cl 0.446912 -4.445273 -3.257780 -0.162 -0.075 -0.097
C 2.442685 -3.011170 -2.123111 -0.106 0.067 -0.099
Cl 2.924088 -4.468225 -1.337650 0.128 -0.084 0.122
C 3.149959 -1.843928 -1.894845 -0.090 0.034 -0.168
N 0.861360 0.575957 0.773973 -0.313 0.249 -0.798
C 1.375946 0.234034 2.070734 0.102 -0.220 0.555
H -1.538654 -2.362648 2.363050 0.120 0.026 0.124
H -3.288583 -2.540639 2.226004 -0.099 -0.010 0.127
H -2.217368 -3.796975 1.606889 0.036 -0.120 0.051
H -3.103923 -2.491572 -0.255265 0.033 0.047 0.032
H -0.877766 -3.359821 -0.570606 0.076 -0.129 -0.011
H -0.921161 -1.742946 -1.276663 0.091 0.038 -0.106
H -0.143104 -2.010785 0.282884 0.194 0.044 0.077
H -2.745329 -0.137422 -0.556998 -0.085 0.039 -0.016
H -3.610160 -0.441747 0.961060 -0.006 0.048 0.001
H -1.299095 -0.184353 2.125287 -0.049 0.027 -0.134
H -2.812217 2.024377 0.922685 0.043 -0.014 0.022
H -1.549643 4.061511 4.814013 0.138 -0.098 0.102
H -2.985780 6.252485 4.790438 -0.019 0.142 0.107
H -4.541827 6.337052 2.681642 -0.125 0.184 -0.015
H 4.561427 0.530734 -2.334023 -0.012 0.069 -0.018
H 3.082453 1.455669 -2.739353 0.101 -0.066 -0.088
H 1.344308 0.267830 -3.813143 -0.036 0.097 -0.014
H 0.101690 -1.815325 -4.241844 -0.094 -0.033 -0.056
H 3.992752 -1.857750 -1.220013 0.059 -0.042 0.080
H 1.342141 -0.848431 2.216968 0.077 0.034 0.014
H 2.409334 0.569471 2.137533 -0.051 -0.057 0.041
H 0.779820 0.725642 2.842483 0.115 -0.065 -0.101
```
Positions in Å, forces in eV/Å.

Output
SMILES string = CC(C)C[C@H](NC(=O)c1cccs1)c1nnc(SCc2ccc(Cl)c(Cl)c2)n1C
total charge = 0
lowest unoccupied orbital energy = 0.012 hartree
frontier orbital gap = 8.84 eV
E_HOMO = -8.5 eV